Here is a molecular structure, C6H13F2N2O4S from the OMol25 dataset. Energies are from the ωB97M-V functional and the def2-TZVPD basis.

net charge = +1
HOMO energy = -0.4765 Ha

```
28
Properties=species:S:1:pos:R:3:nbo_charge:R:1
H 0.922 1.207 0.972 0.2200
C -1.052 -0.175 -1.012 0.3167
F -1.794 -0.916 2.946 -0.3321
C -0.891 1.269 -1.120 -0.4749
C 0.705 1.498 -1.196 -0.4216
F -1.557 -2.721 4.186 -0.3081
H 1.078 1.246 -2.194 0.2500
H -0.150 -1.315 4.182 0.1651
C -0.612 -1.085 -2.063 0.7431
N -1.683 -0.689 -0.036 -0.5827
H -1.285 1.669 -2.065 0.2693
N 2.080 -0.165 -0.043 -0.7841
O 0.530 -1.293 -2.299 -0.5445
S 0.202 -2.653 2.162 1.4712
H -1.577 -2.596 -3.044 0.5530
C -0.906 -1.770 3.522 0.4021
H 1.596 -0.881 0.814 0.4849
H -1.320 1.884 -0.266 0.2460
H 1.865 -0.651 -0.982 0.4489
H 3.114 -0.079 0.050 0.4280
H 2.239 1.954 0.185 0.2347
H 0.741 2.598 -1.246 0.2487
O 1.252 -1.450 1.943 -1.0127
H -2.145 0.024 0.454 0.3964
O -1.606 -1.639 -2.716 -0.6757
C 1.512 1.173 0.038 -0.2494
O -0.605 -2.618 0.875 -0.9510
H -1.242 -1.684 0.435 0.4590
```

=====

Here is a molecular structure, C6H13F3FeNO8S from the OMol25 dataset. Energies are from the ωB97M-V functional and the def2-TZVPD basis.

net charge = -3
2S+1 = 5
HOMO energy (spin up / spin down) = 0.0924 / 0.0932 Ha

```
33
Properties=species:S:1:pos:R:3:mulliken_spin:R:1
C 2.649 1.756 0.255 -0.0002
O 0.100 -3.531 -2.357 0.0206
O -1.533 -1.028 1.758 0.0051
C 0.292 -3.893 -3.706 0.0005
C 4.058 3.145 1.552 0.0000
C -2.326 0.289 4.095 -0.0001
O -3.989 -2.499 -1.072 0.0386
H -0.018 -4.931 -3.826 0.0001
F -3.354 0.954 3.560 0.0000
Fe -1.606 -1.396 -1.631 3.8919
H 3.944 3.189 2.635 0.0000
N 2.787 2.944 0.871 0.0000
H 3.526 1.102 0.376 0.0000
H 1.954 4.857 0.632 0.0000
O -2.371 1.302 -1.792 0.0209
H 0.122 -2.351 -5.381 -0.0005
H 4.649 3.980 1.175 0.0000
O 1.606 1.337 -0.331 0.0007
H 0.718 3.588 0.543 0.0000
H 1.321 -3.907 -4.067 0.0000
C -0.512 -3.120 -4.939 -0.0024
H -4.065 -3.273 -0.480 -0.0008
O -1.353 -2.183 3.955 0.0002
H -2.178 1.983 -1.119 -0.0007
H 4.710 2.307 1.307 0.0000
O -1.746 -2.436 -4.554 0.0217
C 1.643 3.892 1.031 0.0000
O -3.511 -1.962 2.858 -0.0005
H 1.250 3.965 2.045 0.0000
F -2.526 0.079 5.407 0.0000
H -0.754 -3.819 -5.741 0.0016
F -1.306 1.077 3.887 0.0001
S -2.181 -1.418 3.054 0.0033
```

=====

Respective relative energy (zero: lowest compared OMol25 entry of this formula, charge and spin) values: 0.0; 580.9 kJ/mol.
Respective maximum force values: 3.51; 5.36 eV/A.